Entry 1:
Formula: F2H4SSi2
Source: the OMol25 dataset
Level of theory: wB97M-V/def2-TZVPD

Computed properties:
Molecular weight   130.27 u
Energy above the lowest of the compared OMol25 structures with the same formula, charge and spin   4.156 eV
E_LUMO   -1.168 eV
Kohn-Sham gap   9.238 eV
Total energy   -32090.4362 eV
Total charge   0
Multiplicity   1

CARTESIAN COORDINATES (ANGSTROEM)
F: 2.402 -2.183 0.995
F: 2.114 -0.559 -1.824
Si: -0.727 -0.346 -0.232
Si: 1.568 -0.167 -0.366
S: 3.056 1.064 0.527
H: -1.138 -0.275 1.168
H: -1.283 0.807 -0.963
H: -1.169 -1.584 -0.875
H: 3.840 0.029 0.778

Entry 2:
Formula: C25H17FN4O
Source: the OMol25 dataset
Level of theory: wB97M-V/def2-TZVPD

Computed properties:
Molecular weight   408.44 u
SMILES   C#Cc1cccc2[nH]cc(C(=O)c3ccc(Cn4c(C)nc5cnccc54)c(F)c3)c12
E_LUMO   -0.483 eV
Kohn-Sham gap   7.597 eV
Total energy   -36921.9437 eV
Total charge   0
Multiplicity   1

CARTESIAN COORDINATES (ANGSTROEM)
C: -1.653 -0.433 2.889
C: -1.773 -0.380 1.708
C: -2.069 -0.272 0.278
C: -2.602 0.858 -0.219
C: -3.361 0.716 -1.378
C: -3.544 -0.523 -2.044
C: -2.665 -1.577 -1.699
N: -2.335 -2.846 -2.234
C: -1.509 -3.555 -1.412
C: -1.076 -2.666 -0.397
C: 0.038 -3.051 0.504
O: -0.143 -4.067 1.184
C: 1.034 -2.094 0.707
C: 1.673 -1.898 1.939
C: 2.669 -0.882 2.056
C: 3.068 0.021 1.091
C: 3.857 1.316 1.491
N: 3.084 2.659 1.331
C: 3.482 3.789 0.549
C: 4.588 3.673 -0.394
N: 2.607 4.813 0.640
C: 1.640 4.204 1.407
C: 0.408 4.818 1.667
N: -0.636 4.099 2.312
C: -0.373 2.893 2.791
C: 0.820 2.230 2.531
C: 1.857 2.937 1.816
C: 2.580 -0.273 -0.250
F: 2.897 0.542 -1.246
C: 1.465 -1.162 -0.348
C: -1.943 -1.474 -0.483
H: -1.438 -0.370 3.900
H: -2.701 1.634 0.558
H: -3.968 1.561 -1.757
H: -4.300 -0.542 -2.787
H: -2.535 -3.141 -3.185
H: -0.975 -4.537 -1.678
H: 1.377 -2.365 2.858
H: 3.042 -0.681 3.003
H: 4.755 1.391 0.882
H: 4.230 1.061 2.508
H: 5.521 3.440 0.076
H: 4.753 4.653 -0.921
H: 4.504 2.790 -1.086
H: 0.158 5.823 1.373
H: -1.129 2.300 3.254
H: 0.974 1.234 2.897
H: 1.047 -1.268 -1.278

Entry 3:
Formula: C3H8NO
Source: the OMol25 dataset
Level of theory: wB97M-V/def2-TZVPD

Computed properties:
Molecular weight   74.10 u
Energy above the lowest of the compared OMol25 structures with the same formula, charge and spin   4.916 eV
E_LUMO   4.360 eV
Kohn-Sham gap   6.203 eV
Total energy   -6773.0765 eV
Total charge   -1
Multiplicity   1

CARTESIAN COORDINATES (ANGSTROEM)
C: 0.114 -0.042 -0.885
N: 1.553 0.450 -0.634
C: -0.655 -0.596 0.342
C: -1.722 -0.193 -0.583
O: -2.439 -0.878 -1.333
H: 0.149 1.082 -0.839
H: 2.054 0.714 2.374
H: 0.134 -0.682 -1.763
H: 2.140 -0.390 -0.537
H: -0.552 0.044 1.212
H: -0.323 -1.608 0.566
H: 1.729 1.384 2.227
H: -2.182 0.714 -0.147

Entry 4:
Formula: C6H9N
Source: the OMol25 dataset
Level of theory: wB97M-V/def2-TZVPD

Computed properties:
Molecular weight   95.14 u
Energy above the lowest of the compared OMol25 structures with the same formula, charge and spin   3.689 eV
E_LUMO   1.211 eV
Kohn-Sham gap   10.133 eV
Total energy   -7854.4703 eV
Total charge   0
Multiplicity   1

CARTESIAN COORDINATES (ANGSTROEM)
C: 1.805 -0.628 0.006
C: 0.224 0.622 0.309
C: -1.130 1.259 -0.112
C: -1.915 0.122 -0.116
C: -1.139 -1.190 0.198
C: 0.285 -0.774 -0.269
H: 2.120 -0.926 0.991
H: 2.391 -1.238 -0.723
H: 2.302 1.356 0.381
H: 0.212 0.559 1.425
H: -1.323 2.324 -0.017
H: -2.984 0.103 -0.412
H: -1.333 -1.387 1.279
H: -1.549 -2.138 -0.303
H: 0.080 -0.735 -1.341
N: 1.615 0.801 -0.196

Entry 5:
Formula: C45H95N5O5
Source: the OMol25 dataset
Level of theory: wB97M-V/def2-TZVPD

Computed properties:
Molecular weight   786.28 u
Energy above the lowest of the compared OMol25 structures with the same formula, charge and spin   1.707 eV
SMILES   CC1(C)CCCC(C)(C)N1O.CC1(C)CCCC(C)(C)N1O.CC1(C)CCCC(C)(C)N1O.CC1(C)CCCC(C)(C)N1O.CC1(C)CCCC(C)(C)N1O
E_LUMO   0.502 eV
Kohn-Sham gap   8.289 eV
Total energy   -65886.4775 eV
Total charge   0
Multiplicity   1

CARTESIAN COORDINATES (ANGSTROEM)
C: 12.983 22.093 -27.182
C: 13.431 21.495 -25.850
C: 13.507 19.980 -25.910
C: 14.889 22.017 -25.600
C: 15.271 21.986 -24.111
C: 14.250 22.858 -23.409
C: 12.822 22.254 -23.458
C: 12.752 21.040 -22.529
C: 11.971 23.386 -22.887
N: 12.484 22.053 -24.853
O: 11.174 21.556 -25.013
H: 12.122 21.585 -27.620
H: 12.981 23.177 -27.194
H: 13.739 21.768 -27.916
H: 13.797 19.627 -26.903
H: 14.119 19.470 -25.168
H: 12.481 19.597 -25.829
H: 15.538 21.295 -26.095
H: 14.948 23.033 -25.987
H: 15.246 20.978 -23.693
H: 16.256 22.415 -23.914
H: 14.188 23.845 -23.872
H: 14.537 23.015 -22.366
H: 13.066 21.167 -21.493
H: 13.442 20.298 -22.949
H: 11.772 20.557 -22.460
H: 10.961 22.988 -22.710
H: 11.787 24.166 -23.626
H: 12.279 23.780 -21.921
H: 11.077 20.816 -24.391
C: 10.575 23.500 -15.271
C: 11.546 24.137 -16.253
C: 12.964 24.153 -15.631
C: 11.534 23.325 -17.556
C: 12.228 24.049 -18.703
C: 11.514 25.374 -19.037
C: 11.436 26.234 -17.766
C: 12.784 27.008 -17.606
C: 10.306 27.270 -17.996
N: 11.096 25.484 -16.571
O: 11.098 26.305 -15.430
H: 10.667 23.833 -14.231
H: 9.530 23.561 -15.579
H: 10.765 22.432 -15.105
H: 12.918 24.749 -14.719
H: 13.295 23.181 -15.256
H: 13.650 24.533 -16.383
H: 11.752 22.263 -17.451
H: 10.475 23.284 -17.859
H: 13.226 24.298 -18.338
H: 12.205 23.449 -19.612
H: 10.599 25.159 -19.588
H: 12.188 25.914 -19.703
H: 12.669 28.032 -17.962
H: 13.612 26.616 -18.208
H: 13.158 26.980 -16.584
H: 10.567 27.920 -18.832
H: 10.132 27.920 -17.140
H: 9.403 26.701 -18.220
H: 10.210 26.225 -15.063
C: 8.681 20.422 -28.696
C: 8.021 21.737 -28.219
C: 9.074 22.830 -28.072
C: 7.016 22.237 -29.280
C: 5.718 21.453 -29.395
C: 5.076 21.540 -28.002
C: 5.945 21.042 -26.844
C: 5.336 21.634 -25.555
C: 5.955 19.506 -26.765
N: 7.316 21.529 -26.958
O: 8.145 21.137 -25.903
H: 9.479 20.572 -29.420
H: 9.059 19.863 -27.833
H: 7.940 19.704 -29.060
H: 9.795 22.630 -27.274
H: 9.703 22.828 -28.966
H: 8.589 23.796 -27.940
H: 6.775 23.267 -29.000
H: 7.556 22.317 -30.227
H: 5.076 22.013 -30.083
H: 5.854 20.509 -29.924
H: 4.104 21.043 -27.961
H: 4.829 22.591 -27.840
H: 5.955 21.428 -24.682
H: 4.344 21.231 -25.343
H: 5.245 22.716 -25.666
H: 6.144 19.096 -27.759
H: 5.010 19.090 -26.405
H: 6.719 19.145 -26.077
H: 8.454 21.965 -25.514
C: 18.983 24.021 -20.102
C: 18.773 22.474 -20.094
C: 19.045 21.818 -21.475
C: 19.897 21.810 -19.194
C: 19.507 21.543 -17.711
C: 18.082 21.014 -17.597
C: 17.111 22.027 -18.241
C: 15.677 21.536 -18.033
C: 17.236 23.357 -17.479
N: 17.469 21.996 -19.651
O: 16.444 22.545 -20.471
H: 18.012 24.444 -19.869
H: 19.840 24.354 -19.528
H: 19.297 24.191 -21.136
H: 18.407 22.311 -22.213
H: 20.089 21.962 -21.755
H: 18.876 20.744 -21.427
H: 20.448 21.018 -19.705
H: 20.748 22.487 -19.042
H: 20.198 20.757 -17.387
H: 19.761 22.398 -17.088
H: 17.819 20.838 -16.550
H: 18.082 20.031 -18.070
H: 15.362 21.523 -16.994
H: 15.653 20.543 -18.491
H: 15.052 22.254 -18.566
H: 17.132 23.278 -16.397
H: 16.573 24.163 -17.808
H: 18.221 23.803 -17.650
H: 16.249 21.816 -21.070
C: 17.299 27.609 -30.878
C: 16.085 26.730 -30.525
C: 16.064 25.512 -31.482
C: 16.355 26.111 -29.142
C: 15.175 25.381 -28.490
C: 14.009 26.403 -28.439
C: 13.728 27.005 -29.814
C: 12.944 25.969 -30.667
C: 12.765 28.169 -29.538
N: 14.901 27.568 -30.480
O: 14.572 28.047 -31.761
H: 18.144 26.924 -31.005
H: 17.227 28.055 -31.870
H: 17.526 28.314 -30.082
H: 15.485 24.696 -31.050
H: 15.525 25.787 -32.393
H: 17.054 25.130 -31.712
H: 17.269 25.518 -29.151
H: 16.527 26.909 -28.404
H: 14.848 24.508 -29.065
H: 15.440 24.997 -27.505
H: 14.345 27.154 -27.715
H: 13.150 25.940 -27.955
H: 12.696 25.013 -30.198
H: 13.471 25.683 -31.579
H: 11.983 26.343 -31.027
H: 13.337 28.940 -29.015
H: 11.849 27.830 -29.057
H: 12.429 28.699 -30.436
H: 14.736 28.995 -31.709

Entry 6:
Formula: C3H10N2O
Source: the OMol25 dataset
Level of theory: wB97M-V/def2-TZVPD

Computed properties:
Molecular weight   90.13 u
Energy above the lowest of the compared OMol25 structures with the same formula, charge and spin   0.813 eV
SMILES   NC=O.CCN
E_LUMO   0.767 eV
Kohn-Sham gap   9.894 eV
Total energy   -8300.6907 eV
Total charge   0
Multiplicity   1

CARTESIAN COORDINATES (ANGSTROEM)
N: 1.540 -1.233 0.982
C: 1.305 -1.420 2.309
O: 0.294 -1.942 2.722
H: 0.791 -1.611 0.402
H: 2.298 -0.722 0.551
H: 2.105 -1.089 2.978
C: -0.610 1.423 -0.591
C: -0.551 1.350 -2.108
N: -1.835 1.482 -2.737
H: 0.294 1.045 -0.116
H: -0.882 2.408 -0.209
H: -1.383 0.769 -0.166
H: 0.166 2.114 -2.441
H: 0.048 0.462 -2.372
H: -1.956 0.897 -3.542
H: -2.589 1.361 -2.089